The following is a quantum chemistry calculation of an isolated ion of composition C25H35N4O2 and charge +1, from the Open Molecules 2025 dataset.

```
! RIJCOSX wB97M-V def2-TZVPD def2/J DEFGRID3
* xyz 1 1
O 4.250 -0.354 -3.376
O 1.678 -0.111 -2.030
N 0.143 1.120 -0.997
N 2.284 -1.598 0.346
N -4.388 2.506 3.282
N 3.061 -2.312 -2.090
C 4.708 0.820 -4.016
C 4.420 -2.882 -6.045
C -5.422 3.259 3.971
C -2.828 2.068 0.968
C 1.115 0.211 -0.978
C 3.387 -3.793 -4.085
C -3.148 3.244 3.158
C 3.707 -1.464 0.104
C 1.463 -0.420 0.370
C -2.263 2.655 2.095
C -5.457 0.386 3.857
C -6.746 2.505 3.905
C 3.839 -3.948 -5.386
C -4.181 1.219 3.925
C -0.879 2.724 2.190
C 4.128 -1.491 -4.107
C 1.948 -3.144 -1.596
C -0.646 1.619 0.075
C -6.599 1.128 4.542
C 3.518 -2.573 -3.449
C 4.158 -2.305 -1.101
C -0.071 2.219 1.187
C 1.735 -2.851 -0.085
C 4.568 -1.658 -5.415
C -2.031 1.554 -0.035
H -5.526 4.229 3.478
H 2.930 -4.633 -3.589
H -7.035 2.392 2.859
H 4.637 1.605 -3.266
H 3.943 -0.414 -0.078
H -7.528 0.565 4.448
H -3.881 1.348 4.982
H -0.114 1.455 -1.920
H -0.424 3.191 3.051
H -3.393 4.269 2.858
H 5.029 -0.841 -5.944
H 2.219 -3.639 0.501
H -5.152 3.438 5.028
H 2.179 -4.202 -1.722
H -3.369 0.703 3.404
H 2.650 -1.302 -2.096
H -2.477 1.104 -0.910
H 1.062 -2.902 -2.185
H -3.903 2.020 0.897
H 5.747 0.719 -4.339
H -5.286 -0.581 4.333
H 0.670 -2.877 0.147
H 1.000 2.318 1.260
H -7.518 3.083 4.414
H 0.526 -0.655 0.885
H 4.078 1.078 -4.870
H -6.377 1.239 5.606
H 3.732 -4.901 -5.878
H 4.381 -3.336 -0.816
H 5.048 -1.867 -1.551
H 4.264 -1.789 0.992
H -5.711 0.215 2.810
H 4.767 -2.998 -7.060
H -2.595 3.304 4.113
H 1.980 0.328 0.975
*
```

Electronic energy: -36543.1082 eV

Atom charges from the natural (NBO) analysis, given in e for atoms 1 to 6: atom 1 (O): -0.5194, atom 2 (O): -0.6692, atom 3 (N): -0.5805, atom 4 (N): -0.4470, atom 5 (N): -0.4509, atom 6 (N): -0.4389

---

The following is a quantum chemistry calculation of C25H35N5O2 in the gas phase, from the Open Molecules 2025 dataset.

```
! RIJCOSX wB97M-V def2-TZVPD def2/J DEFGRID3
* xyz 0 1
O 2.784 1.103 0.125
O 0.257 3.745 2.652
N 1.247 3.367 0.648
N 1.705 0.794 2.105
N -2.245 1.349 -0.885
N 1.975 -1.734 -0.532
N 0.978 0.104 2.981
C 1.717 -0.984 0.577
C 1.370 -2.954 -0.369
C -4.389 2.471 -1.241
C 0.300 4.094 -0.164
C 0.717 -2.992 0.889
C 2.703 -1.306 -1.700
C -4.254 -0.051 -0.994
C 0.596 -1.101 2.705
C -1.496 2.304 -0.088
C -4.237 2.470 -2.757
C 1.764 -0.877 -2.831
C -1.611 0.045 -0.978
C -3.641 -1.195 -0.181
C -3.668 1.293 -0.564
C 0.948 -1.718 1.489
C -0.571 3.137 -0.980
C 1.343 -4.054 -1.220
C 2.129 0.361 0.863
C -2.147 -0.944 0.059
C 0.031 -4.137 1.289
C 1.076 3.175 1.966
C 0.008 -5.216 0.435
C 0.657 -5.174 -0.802
C 2.056 2.134 2.545
C 2.552 -0.489 -4.074
H -3.977 3.402 -0.848
H 1.878 -0.175 -4.867
H 1.981 2.150 3.632
H -3.189 2.344 -3.015
H -4.592 3.411 -3.172
H -5.336 -0.033 -0.852
H -1.587 -1.879 0.010
H -2.184 2.978 0.426
H -0.318 4.688 0.513
H 1.924 2.780 0.165
H 0.073 2.470 -1.559
H 1.840 -4.036 -2.178
H 0.850 4.764 -0.832
H 3.140 -1.331 -4.436
H -0.519 -6.115 0.720
H -1.178 3.707 -1.683
H -3.826 1.389 0.527
H 0.008 -1.594 3.462
H -1.770 -0.360 -1.984
H 1.075 -1.693 -3.063
H -0.470 -4.167 2.244
H -4.156 -1.283 0.777
H -3.784 -2.134 -0.719
H 3.340 -2.131 -2.034
H 0.619 -6.041 -1.443
H 3.229 0.332 -3.852
H -0.904 1.800 0.691
H -0.534 0.176 -0.845
H 3.333 -0.463 -1.412
H 1.170 -0.026 -2.495
H -5.446 2.439 -0.970
H -4.809 1.664 -3.209
H 3.073 2.356 2.214
H -4.058 -0.202 -2.054
H -1.991 -0.517 1.053
*
```

Electronic energy: -38040.0495 eV

Atom charges from the natural (NBO) analysis, given in e for atoms 1 to 6: atom 1 (O): -0.6889, atom 2 (O): -0.6191, atom 3 (N): -0.6316, atom 4 (N): -0.2009, atom 5 (N): -0.4824, atom 6 (N): -0.3216

---

The following is a quantum chemistry calculation of C25H36AsBrN2RhSi as an isolated structure, from the Open Molecules 2025 dataset.

```
! RIJCOSX wB97M-V def2-TZVPD def2/J DEFGRID3
* xyz 1 5
Rh 0.067 -0.269 0.627
Br -2.540 0.042 0.627
As -0.111 -2.824 -0.045
Si 0.015 3.544 1.205
N 2.182 0.464 -0.015
N 0.605 2.019 0.436
C 0.841 -0.740 3.508
C 2.813 2.797 -0.277
C 1.214 3.855 2.589
C -1.679 3.237 1.867
C 1.855 1.807 0.046
C 4.081 2.400 -0.659
C 1.617 -3.570 -2.286
C 0.690 -0.832 4.912
C -2.712 -0.193 2.513
C 4.385 1.054 -0.683
C 3.745 -1.358 -0.294
C -4.091 -0.225 4.460
C 3.400 0.095 -0.337
C -1.932 -3.395 0.371
C -3.953 -0.093 3.060
C -0.044 4.938 -0.018
C 1.000 -3.721 1.297
C -0.550 -0.738 5.469
C 0.246 -3.830 -1.677
C 1.303 -5.201 1.096
C -2.990 -0.435 5.237
C -1.532 -0.425 3.257
C -1.699 -0.535 4.661
C -2.272 -4.873 0.215
C -0.231 -0.542 2.669
H -0.678 -0.814 6.542
H 2.421 -3.855 -1.606
H -1.661 2.494 2.668
H -2.119 -3.053 1.391
H -0.732 4.720 -0.838
H 4.294 -1.661 -1.185
H -2.113 -5.226 -0.804
H -2.375 2.903 1.099
H 2.162 4.266 2.237
H -0.426 5.819 0.506
H 0.493 -3.530 2.245
H 0.117 -4.884 -1.430
H 5.375 0.715 -0.956
H -3.089 -0.527 6.311
H 4.382 -1.560 0.571
H 1.789 -5.394 0.140
H 0.781 4.568 3.296
H 1.749 -2.517 -2.542
H -1.694 -5.505 0.887
H -2.570 -2.788 -0.274
H 1.418 2.929 3.132
H 1.745 -4.151 -3.200
H 2.841 -1.952 -0.207
H 1.982 -5.547 1.877
H 0.409 -5.819 1.146
H 1.558 -0.980 5.542
H 1.929 -3.150 1.339
H -2.064 4.172 2.283
H -5.073 -0.151 4.905
H 4.829 3.134 -0.926
H 1.838 -0.840 3.089
H -0.549 -3.560 -2.373
H -4.819 0.093 2.439
H 2.538 3.840 -0.242
H -3.325 -5.032 0.450
H 0.920 5.209 -0.449
*
```

Electronic energy: -171250.1630 eV

Atom charges from the natural (NBO) analysis, given in e for atoms 1 to 6: atom 1 (Rh): 0.8499, atom 2 (Br): 0.1283, atom 3 (As): 0.9156, atom 4 (Si): 1.7697, atom 5 (N): -0.5002, atom 6 (N): -0.7462

---

The following is a quantum chemistry calculation of a 2-piece molecular cluster, C25H36Br2FNO7P3S overall, from the Open Molecules 2025 dataset.

```
! RIJCOSX wB97M-V def2-TZVPD def2/J DEFGRID3
* xyz -1 1
Br -3.588 2.396 -4.467
Br -4.641 0.887 2.062
S 2.532 3.553 -2.516
P 3.094 1.704 -2.253
P -4.553 -0.104 -1.198
P -4.592 -1.798 -2.552
F -0.023 -2.802 3.783
O -5.633 -2.823 -1.882
O -4.934 -1.440 -3.938
O -3.171 -2.539 -2.378
O -3.153 1.465 4.803
O 0.821 -0.131 -3.128
O 6.929 0.720 1.988
O 1.630 -1.419 1.408
N 5.676 0.275 0.088
C -2.022 0.548 -2.961
C -0.439 -0.049 -1.089
C -3.904 2.575 4.838
C 1.222 -0.570 0.646
C 4.526 -0.251 0.828
C -2.311 2.063 -3.011
C 0.764 0.154 -1.952
C -5.204 -2.458 2.673
C 2.209 0.360 0.009
C -1.226 -0.607 1.156
C -0.922 -0.904 2.607
C -2.798 -0.145 -0.648
C 1.985 0.687 -1.271
C -3.651 -0.726 1.701
C -0.197 -0.414 0.244
C -4.545 -1.937 1.400
C 6.522 1.094 0.919
C -1.051 -2.390 2.941
C -1.068 2.891 -3.283
C 6.866 2.455 0.372
C 6.462 -0.779 -0.582
C -2.553 -0.475 0.696
C 3.368 0.771 0.864
C -1.743 0.097 -1.553
C 5.804 -1.196 -1.890
H 6.576 -1.637 0.088
H 6.667 3.196 1.146
H -2.872 0.022 -3.383
H 3.006 0.872 1.887
H -5.815 -1.675 3.120
H 4.800 -0.533 1.846
H -4.438 -2.719 3.407
H -1.188 0.343 -3.623
H -5.247 -3.691 -1.728
H 5.972 -0.429 -2.648
H 3.730 1.749 0.549
H -3.135 -3.372 -2.866
H -1.985 -2.593 3.470
H 4.197 -1.154 0.320
H 6.228 -2.126 -2.263
H -5.811 -3.340 2.478
H -0.232 2.516 -2.690
H 7.928 2.483 0.131
H 7.443 -0.355 -0.800
H -3.678 3.349 4.044
H -2.794 2.393 -2.095
H 3.197 0.978 -3.442
H 4.334 1.569 -1.625
H 4.725 -1.305 -1.774
H -5.301 -1.675 0.667
H -1.214 3.939 -3.036
H -1.613 -0.333 3.228
H -1.022 -3.012 2.045
H -0.782 2.790 -4.329
H -3.879 -2.717 1.011
H 6.282 2.704 -0.509
H -3.211 -0.897 2.674
H 0.073 -0.575 2.890
H -5.022 2.420 4.715
H -4.565 0.904 -2.167
H -3.843 3.172 5.790
*
```

Electronic energy: -223837.4124 eV

Atom charges from the Löwdin analysis, given in e for atoms 1 to 6: atom 1 (Br): 0.6810, atom 2 (Br): 0.8279, atom 3 (S): 0.1339, atom 4 (P): 0.3890, atom 5 (P): 0.9522, atom 6 (P): 0.2762